Density functional theory data (ωB97M-V/def2-TZVPD) for a structure of composition C10H5Cl3N2O5STl in a non-equilibrium geometry.

Properties
- Total charge: -1
- E_LUMO: 2.599 eV
- Energy above the lowest of the compared OMol25 structures with the same formula, charge and spin: 0.023 eV
- DFT total energy: -76766.5982 eV
- HOMO energy: -5.57 eV
- Gap between HOMO and LUMO: 8.17 eV

Geometry (Å):
Tl -2.0199 -2.1230 0.2699
O -0.4770 -0.7246 1.3253
C -0.0759 0.3686 0.8653
N -0.1747 0.6303 -0.4372
S 0.6055 1.9229 -0.9079
O -0.2249 2.8736 -1.5592
O 1.8549 1.5269 -1.5288
C 0.8639 2.5189 0.7724
C 1.3562 3.7085 1.2365
C 1.4702 3.9237 2.5898
C 0.9830 2.9423 3.5167
C 0.4216 1.7493 3.0306
C 0.4531 1.5417 1.6309
H 1.6028 4.4633 0.5287
H 1.9040 4.8596 2.9270
H 1.0438 3.1297 4.5842
H 0.0598 1.0228 3.6846
O -0.9207 -4.3604 1.0933
C -0.3724 -4.4817 -0.0194
O -0.1631 -3.5478 -0.8242
H 0.0350 -5.4511 -0.2458
Cl -2.3468 -1.9356 -5.1576
C -1.1815 -2.4730 -3.9519
Cl 0.1609 -3.2703 -4.7285
Cl -0.6900 -1.0362 -2.9682
C -1.8232 -3.4389 -3.1153
N -2.3443 -4.3396 -2.6112

Cartesian forces (eV/Å) of the 3 atoms listed first:
-0.2 -0.5 -0.3
0.8 1.0 1.3
-0.9 -0.7 -1.3

Charges obtained by Löwdin population analysis, quoted in units of e:
1. Tl 0.931
2. O -0.207
3. C -0.519
4. N -0.097
5. S 0.577
6. O -0.305
7. O -0.318
8. C -0.209
9. C -0.064
10. C -0.074
11. C -0.060
12. C 0.010
13. C -0.120
14. H 0.109
15. H 0.095
16. H 0.091
17. H 0.092
18. O -0.186
19. C -0.651
20. O -0.221
21. H 0.105
22. Cl 0.607
23. C -1.601
24. Cl 0.647
25. Cl 0.616
26. C -0.464
27. N 0.216